ORCA calculation (ωB97M-V/def2-TZVPD) on a structure of composition C21H56N2O12S5V in a non-equilibrium geometry.

```
! RIJCOSX wB97M-V def2-TZVPD def2/J DEFGRID3
* xyz 2 4
V 3.46 1.69 -2.28
S 0.12 2.56 -3.70
S 4.43 -1.67 -2.27
S -4.02 1.64 -0.40
S 2.53 4.89 -1.48
S 4.92 1.94 1.02
O 0.27 -0.62 -1.57
O 3.44 3.80 -2.05
O 1.48 2.36 -3.05
O -4.34 0.18 -0.05
O -1.13 3.54 6.20
O 1.71 0.95 -0.88
O -4.01 -3.49 2.09
O 4.38 -0.27 -1.66
O 4.55 1.88 -0.43
O -0.04 2.11 4.82
O -2.04 2.91 4.14
O 0.33 -0.01 0.53
N 0.77 0.10 -0.65
N -1.86 -3.74 -0.13
C -2.60 -2.59 -2.34
C 0.07 1.44 3.56
C -2.85 -2.76 2.04
C 1.48 4.09 -0.25
C 5.69 -2.60 -1.32
C -0.50 -4.06 -0.74
C -1.11 2.91 5.13
C -3.34 3.46 4.47
C -2.51 -2.50 -0.77
C -2.88 2.20 0.94
C 0.50 3.86 -4.95
C -0.21 1.23 -4.92
C -1.57 -3.39 1.33
C -2.54 -6.14 0.55
C 2.89 -2.52 -1.66
C -2.84 -4.92 -0.37
C 5.98 0.40 1.07
C 3.63 5.76 -0.23
C -5.09 -2.75 2.69
C -2.87 1.52 -1.92
C 3.62 1.15 2.08
H -3.82 -4.49 -0.15
H -2.79 -6.01 1.60
H 2.77 -2.17 -0.64
H -1.29 -4.24 1.95
H -3.49 -2.27 -0.37
H 0.68 1.02 -5.52
H -1.99 1.60 1.10
H -3.51 2.29 1.83
H -1.65 -2.87 -2.79
H -3.26 -3.39 -2.66
H 5.31 -0.46 1.05
H -1.78 -1.75 -0.46
H -3.59 3.21 5.50
H -2.07 0.84 -1.61
H 5.88 -3.62 -1.65
H 2.06 3.39 0.35
H 4.00 1.00 3.09
H -3.01 -1.66 -2.74
H -4.15 3.27 3.76
H -2.60 2.50 -2.33
H -2.76 -5.18 -1.42
H 0.04 -4.84 -0.20
H -2.95 -1.77 1.60
H 3.00 6.21 0.54
H -0.72 -2.72 1.34
H 6.56 0.44 0.15
H -4.91 -2.46 3.72
H -3.26 4.55 4.49
H 4.28 5.06 0.29
H 0.76 4.82 -4.50
H -3.43 0.96 -2.67
H -1.05 1.56 -5.53
H -2.56 3.21 0.68
H 5.36 -2.72 -0.29
H -0.70 -4.52 -1.71
H -3.06 -7.03 0.19
H 2.94 -3.61 -1.59
H 4.12 6.58 -0.77
H -1.47 -6.32 0.58
H 6.69 -2.20 -1.16
H -0.54 0.34 -4.38
H 0.82 0.66 3.68
H 1.37 3.54 -5.53
H -0.88 0.95 3.34
H -0.38 4.02 -5.58
H 0.15 -3.19 -0.80
H 1.13 4.78 0.51
H 2.77 1.83 2.15
H 2.02 -2.26 -2.26
H 0.37 2.03 2.70
H 3.13 0.28 1.65
H -5.25 -1.83 2.13
H 6.64 0.35 1.94
H 0.64 3.58 -0.73
H -5.98 -3.35 2.49
H -2.51 -2.51 3.05
*
```

Output
E_tot   -130078.001 eV
Kohn-Sham gap (alpha / beta)   0.3116 / 0.3051 Eh
HOMO (alpha / beta)   -13.0 / -13.0 eV

Results of the Mulliken charge analysis, in e, for atoms 1 through 4:
1 V 0.9291
2 S 0.6526
3 S 0.2517
4 S 0.2775